[1]
{"formula": "C24H29N7O3S", "method": "wB97M-V/def2-TZVPD", "species": ["O", "C", "N", "C", "C", "C", "C", "C", "C", "C", "C", "C", "N", "C", "C", "N", "C", "C", "C", "C", "C", "O", "C", "O", "C", "N", "N", "N", "C", "C", "C", "C", "C", "S", "N", "H", "H", "H", "H", "H", "H", "H", "H", "H", "H", "H", "H", "H", "H", "H", "H", "H", "H", "H", "H", "H", "H", "H", "H", "H", "H", "H", "H", "H"], "xyz": [[-0.30, -2.18, -2.38], [-0.80, -1.32, -1.67], [-0.41, -0.05, -1.64], [0.74, 0.47, -2.35], [0.30, 1.60, -3.32], [1.04, 2.86, -2.86], [1.33, 2.60, -1.38], [1.72, 1.13, -1.37], [-1.98, -1.67, -0.73], [-3.19, -0.79, -0.94], [-4.15, -0.62, 0.06], [-5.26, 0.17, -0.20], [-5.47, 0.76, -1.37], [-4.58, 0.58, -2.32], [-3.43, -0.18, -2.17], [-1.54, -1.70, 0.67], [-1.51, -2.97, 1.36], [-0.15, -3.71, 1.37], [0.31, -4.24, -0.01], [1.78, -3.82, -0.09], [1.79, -2.58, 0.80], [0.90, -2.89, 1.86], [-1.30, -0.52, 1.29], [-1.48, 0.56, 0.74], [-0.75, -0.55, 2.71], [0.02, 0.65, 2.88], [-0.32, 1.65, 3.63], [0.58, 2.56, 3.50], [1.49, 2.07, 2.63], [2.66, 2.78, 2.21], [2.98, 4.08, 2.51], [4.21, 4.47, 1.94], [4.80, 3.47, 1.23], [3.87, 2.03, 1.23], [1.15, 0.85, 2.23], [-0.86, 0.58, -0.98], [1.18, -0.37, -2.88], [-0.78, 1.74, -3.23], [0.53, 1.35, -4.35], [1.98, 2.97, -3.40], [0.45, 3.76, -3.02], [0.43, 2.76, -0.78], [2.12, 3.25, -0.99], [2.74, 1.01, -1.73], [1.65, 0.69, -0.37], [-2.27, -2.69, -0.99], [-4.03, -1.08, 1.03], [-6.01, 0.33, 0.55], [-4.80, 1.07, -3.26], [-2.74, -0.30, -2.98], [-1.81, -2.82, 2.40], [-2.24, -3.64, 0.90], [-0.26, -4.54, 2.08], [0.18, -5.32, -0.08], [-0.24, -3.78, -0.82], [2.08, -3.59, -1.11], [2.43, -4.58, 0.33], [2.75, -2.35, 1.24], [1.43, -1.70, 0.24], [-1.56, -0.52, 3.45], [-0.09, -1.41, 2.86], [2.35, 4.70, 3.11], [4.63, 5.45, 2.06], [5.73, 3.50, 0.70]], "nbo_charge": [-0.65, 0.68, -0.62, -0.05, -0.42, -0.40, -0.41, -0.43, -0.15, 0.03, -0.25, 0.05, -0.42, 0.05, -0.26, -0.44, -0.23, 0.09, -0.45, -0.43, -0.07, -0.55, 0.71, -0.64, -0.35, 0.02, -0.02, -0.26, 0.25, -0.27, -0.20, -0.26, -0.40, 0.47, -0.27, 0.44, 0.23, 0.21, 0.22, 0.20, 0.21, 0.20, 0.22, 0.21, 0.23, 0.25, 0.21, 0.19, 0.19, 0.23, 0.21, 0.22, 0.19, 0.22, 0.24, 0.23, 0.20, 0.20, 0.17, 0.25, 0.28, 0.24, 0.23, 0.24], "total_energy_ev": -52767.0881, "gap_ev": 9.160, "lumo_ha": 0.01829}



[2]
{"formula": "C24H30AgAsP", "method": "wB97M-V/def2-TZVPD", "species": ["Ag", "C", "C", "C", "C", "C", "C", "P", "C", "C", "C", "C", "C", "C", "C", "C", "C", "C", "C", "C", "H", "H", "H", "H", "H", "H", "H", "H", "H", "H", "H", "H", "H", "H", "H", "C", "C", "As", "C", "C", "C", "C", "H", "H", "H", "H", "H", "H", "H", "H", "H", "H", "H", "H", "H", "H", "H"], "xyz": [[-1.00, -0.02, -0.42], [3.47, 3.23, -2.79], [3.95, 3.00, -1.51], [3.32, 2.07, -0.69], [2.21, 1.37, -1.16], [1.73, 1.62, -2.44], [2.36, 2.55, -3.25], [1.39, 0.10, -0.16], [2.25, -1.45, -0.50], [1.52, -2.64, -0.61], [2.18, -3.84, -0.83], [3.56, -3.86, -0.94], [4.29, -2.68, -0.83], [3.64, -1.48, -0.61], [1.75, 0.53, 1.56], [1.36, 1.79, 2.03], [1.56, 2.13, 3.35], [2.15, 1.22, 4.22], [2.53, -0.03, 3.77], [2.33, -0.38, 2.44], [3.96, 3.96, -3.42], [4.81, 3.54, -1.14], [3.69, 1.89, 0.31], [0.86, 1.09, -2.81], [1.99, 2.73, -4.25], [0.44, -2.62, -0.53], [1.61, -4.76, -0.92], [4.07, -4.80, -1.12], [5.37, -2.70, -0.93], [4.21, -0.57, -0.54], [0.91, 2.50, 1.35], [1.27, 3.11, 3.70], [2.30, 1.49, 5.26], [2.99, -0.74, 4.44], [2.64, -1.36, 2.09], [-3.47, 1.37, 2.22], [-4.26, 1.16, 0.94], [-3.47, -0.22, -0.20], [-3.99, -1.88, 0.68], [-3.32, -3.10, 0.06], [-4.58, -0.19, -1.80], [-4.29, 1.01, -2.69], [-3.93, 2.14, 2.84], [-2.45, 1.69, 2.00], [-3.41, 0.46, 2.82], [-4.31, 2.08, 0.35], [-5.29, 0.85, 1.14], [-5.08, -1.95, 0.62], [-3.72, -1.78, 1.73], [-3.55, -3.20, -1.00], [-3.65, -4.01, 0.56], [-2.23, -3.04, 0.17], [-5.62, -0.20, -1.46], [-4.40, -1.13, -2.33], [-4.47, 1.95, -2.17], [-4.93, 1.00, -3.57], [-3.26, 1.01, -3.04]], "nbo_charge": [0.45, -0.18, -0.20, -0.22, -0.29, -0.22, -0.19, 0.84, -0.40, -0.18, -0.21, -0.17, -0.22, -0.13, -0.29, -0.23, -0.20, -0.19, -0.19, -0.23, 0.23, 0.23, 0.23, 0.21, 0.23, 0.21, 0.23, 0.23, 0.23, 0.22, 0.22, 0.23, 0.23, 0.23, 0.23, -0.62, -0.70, 0.88, -0.70, -0.62, -0.70, -0.62, 0.23, 0.21, 0.21, 0.23, 0.23, 0.23, 0.23, 0.21, 0.23, 0.20, 0.23, 0.23, 0.21, 0.23, 0.21], "total_energy_ev": -99496.9073, "gap_ev": 9.094, "lumo_ha": -0.09046, "total_charge": 1}



[3]
{"formula": "C24H30Cl2F5N7OSe3SiY", "method": "wB97M-V/def2-TZVPD", "species": ["Y", "Se", "Se", "C", "C", "C", "C", "C", "N", "C", "C", "C", "C", "C", "N", "H", "H", "H", "H", "H", "H", "H", "H", "C", "N", "C", "C", "N", "N", "C", "N", "N", "H", "H", "H", "H", "H", "H", "H", "H", "H", "H", "H", "C", "Si", "C", "C", "O", "H", "H", "H", "H", "H", "H", "H", "H", "H", "Cl", "C", "Cl", "H", "H", "F", "C", "C", "F", "C", "F", "C", "Se", "C", "F", "C", "F"], "xyz": [[0.09, 0.13, -0.08], [-3.36, -1.87, 1.51], [-3.03, -0.02, 0.15], [-2.66, -0.98, -1.47], [-3.69, -1.33, -2.32], [-3.37, -1.95, -3.52], [-2.04, -2.18, -3.82], [-1.07, -1.79, -2.91], [-1.37, -1.20, -1.74], [-2.03, -1.48, 2.83], [-2.29, -2.00, 4.10], [-1.41, -1.71, 5.12], [-0.33, -0.87, 4.86], [-0.17, -0.40, 3.57], [-0.98, -0.72, 2.55], [-4.71, -1.11, -2.05], [-4.15, -2.24, -4.21], [-1.74, -2.64, -4.75], [-0.02, -1.92, -3.11], [-3.17, -2.60, 4.27], [-1.58, -2.10, 6.12], [0.36, -0.58, 5.64], [0.66, 0.25, 3.32], [4.89, 1.60, 3.03], [4.11, 0.68, 2.22], [4.73, -0.56, 1.78], [2.81, 0.90, 1.91], [2.02, 0.01, 1.41], [2.37, 2.19, 2.16], [1.14, 2.76, 1.85], [1.09, 4.09, 2.13], [0.16, 2.07, 1.40], [5.29, 2.44, 2.44], [5.74, 1.07, 3.44], [4.32, 1.99, 3.87], [5.81, -0.44, 1.82], [4.46, -0.77, 0.74], [4.45, -1.41, 2.40], [2.50, -0.88, 1.30], [3.07, 2.84, 2.46], [1.94, 4.63, 2.16], [0.30, 4.60, 1.77], [-0.64, 2.66, 1.18], [-0.48, 2.23, -4.05], [-1.23, 2.69, -2.40], [-0.66, 4.39, -1.88], [-3.10, 2.69, -2.59], [-0.82, 1.60, -1.26], [-0.73, 2.96, -4.82], [-0.86, 1.25, -4.37], [0.61, 2.16, -4.00], [-0.83, 5.13, -2.67], [0.40, 4.40, -1.63], [-1.22, 4.73, -1.00], [-3.44, 3.43, -3.31], [-3.59, 2.92, -1.63], [-3.45, 1.71, -2.92], [-1.31, -4.68, -0.88], [0.28, -4.01, -0.54], [0.23, -2.87, 0.83], [0.62, -3.46, -1.41], [0.96, -4.81, -0.27], [3.90, 3.98, -4.54], [3.51, 2.86, -3.93], [3.01, 2.91, -2.64], [2.90, 4.07, -1.99], [2.61, 1.73, -2.04], [2.07, 1.82, -0.80], [2.70, 0.49, -2.64], [2.19, -1.10, -1.72], [3.21, 0.48, -3.93], [3.34, -0.67, -4.60], [3.61, 1.64, -4.57], [4.09, 1.59, -5.81]], "mulliken_charge": [-0.41, 0.06, 0.15, 0.21, -0.92, -0.44, -1.08, -0.50, 0.71, 0.45, -0.97, -0.39, -1.08, -0.05, 0.41, 0.54, 0.46, 0.52, 0.44, 0.39, 0.43, 0.44, 0.20, -1.25, 0.21, -1.21, 0.33, 0.03, 0.01, 0.39, -0.54, 0.02, 0.34, 0.42, 0.42, 0.43, 0.41, 0.31, 0.11, 0.22, 0.19, 0.24, 0.08, -0.73, 0.45, -1.00, -1.14, 0.24, 0.47, 0.21, 0.00, 0.39, 0.20, 0.28, 0.40, 0.29, 0.23, -0.13, -0.12, 0.06, -0.14, 0.47, -0.31, 0.70, -0.38, -0.39, -0.39, 0.50, 0.58, -0.35, 0.31, -0.35, 0.24, -0.31], "total_energy_ev": -281447.4324, "gap_ev": 7.387, "lumo_ha": -0.09806, "total_charge": 1}



[4]
{"formula": "C24H30Cl3IIrN14OS", "method": "wB97M-V/def2-TZVPD", "species": ["Ir", "N", "C", "N", "N", "N", "N", "C", "N", "N", "N", "N", "H", "N", "C", "C", "C", "N", "C", "C", "N", "C", "H", "H", "H", "H", "H", "H", "H", "H", "H", "H", "H", "H", "H", "H", "H", "H", "I", "Cl", "C", "C", "C", "C", "C", "C", "N", "C", "C", "N", "C", "O", "C", "C", "C", "Cl", "S", "C", "C", "C", "Cl", "C", "H", "H", "H", "H", "H", "H", "H", "H", "H", "H", "H", "H", "H"], "xyz": [[1.96, -0.77, 1.43], [2.85, -3.98, 1.86], [2.30, -3.63, 0.69], [2.32, -4.35, -0.44], [1.68, -3.61, -1.33], [1.28, -2.55, -0.74], [1.62, -2.49, 0.55], [2.71, -3.19, 2.99], [2.95, -3.64, 4.19], [2.67, -2.60, 5.00], [2.27, -1.60, 4.30], [2.28, -1.92, 2.98], [3.29, -4.88, 1.96], [1.97, 2.36, 0.26], [1.28, 3.37, 1.16], [1.83, 3.29, 2.57], [1.40, 2.05, 3.33], [2.14, 0.84, 2.90], [-0.13, 1.87, 3.32], [-0.74, 1.93, 1.92], [-0.41, 0.71, 1.19], [-0.23, 3.14, 1.14], [3.00, 2.45, 0.25], [1.64, 2.42, -0.70], [1.82, 1.37, 0.58], [1.51, 4.34, 0.72], [1.44, 4.17, 3.10], [2.92, 3.39, 2.57], [1.67, 2.22, 4.38], [2.05, 0.18, 3.69], [3.14, 1.05, 2.90], [-0.57, 2.66, 3.93], [-0.39, 0.93, 3.80], [-1.82, 2.08, 2.01], [-0.61, 0.81, 0.20], [-0.99, -0.07, 1.51], [-0.68, 4.04, 1.57], [-0.58, 3.10, 0.10], [4.49, -0.10, 0.69], [-1.53, 4.64, -3.04], [-1.64, 2.91, -3.15], [-1.87, 2.17, -2.01], [-1.92, 0.79, -2.09], [-1.77, 0.13, -3.31], [-1.73, -1.38, -3.36], [-0.32, -1.94, -3.56], [0.66, -1.29, -2.70], [1.47, -0.23, -3.03], [1.91, 0.35, -1.85], [1.36, -0.23, -0.77], [0.59, -1.35, -1.27], [-2.15, -1.93, -2.13], [-3.54, -1.93, -1.81], [-3.59, -1.78, -0.33], [-3.95, -0.66, 0.36], [-4.62, 0.78, -0.29], [-3.77, -0.82, 2.05], [-3.17, -2.42, 1.87], [-3.14, -2.80, 0.57], [-1.59, 0.91, -4.44], [-1.42, 0.16, -6.00], [-1.51, 2.29, -4.38], [-2.03, 2.67, -1.07], [-2.11, 0.20, -1.20], [-2.35, -1.72, -4.20], [0.00, -1.82, -4.59], [-0.34, -3.00, -3.32], [1.70, 0.03, -4.05], [2.61, 1.17, -1.77], [-0.43, -1.38, -0.89], [-3.97, -2.89, -2.12], [-4.08, -1.13, -2.32], [-2.90, -2.99, 2.74], [-2.81, -3.78, 0.24], [-1.35, 2.87, -5.28]], "mulliken_charge": [0.03, 0.03, 0.35, -0.91, -0.38, 1.45, -0.35, 0.23, -0.45, -0.69, -0.33, 0.77, 0.26, 0.76, 0.23, -1.67, 0.24, -0.87, -1.70, 0.39, 0.96, -1.17, 0.40, 0.64, -0.97, 0.48, 0.52, 0.43, 0.44, 0.65, 0.36, 0.53, 0.50, 0.55, -1.02, 0.02, 0.63, -0.05, -0.11, -0.21, 0.23, -1.21, 0.95, -1.00, -0.45, -1.44, 0.35, -1.33, -1.25, 0.56, 0.48, -0.27, -1.08, 0.20, 0.87, -0.13, -0.22, -0.56, -0.76, 0.80, -0.20, -0.71, 0.98, -0.03, 0.87, 0.67, 0.35, 0.52, 0.79, -0.42, 0.50, 0.44, 0.52, 0.50, 0.49], "total_energy_ev": -107618.1325, "gap_ev": [4.782, 4.341], "lumo_ha": [-0.16539, -0.17427], "total_charge": 1}